No. 1
C2H30NO11S | ωB97M-V/def2-TZVPD

Calculated values
Multiplicity: 1
Kohn-Sham gap: 10.07 eV
Charge: +1
DFT total energy: -37401.9829 eV
Lowest unoccupied orbital energy: -2.6 eV

Structure (XYZ):
```
45
C2H30NO11S, DFT ωB97M-V/def2-TZVPD
S 1.73851 0.83610 2.84886
O -0.67534 1.49656 -2.62360
O 0.04097 -3.47399 0.87236
O -1.78796 0.95562 0.51885
O -2.05862 -2.22260 1.33111
O -1.29764 0.23754 3.38656
O -4.04933 0.34701 -0.96937
O -1.83503 2.88025 1.79241
O -1.35305 -1.95766 -1.07960
O 2.95045 -2.86600 -0.78433
O 1.81305 -0.89363 -3.34709
O 2.04839 1.78491 -2.50598
N 0.92747 1.03420 -0.19973
C 2.31010 0.43106 0.11625
C 2.69521 1.26176 1.34750
H -1.47029 -0.03875 4.28816
H -2.90927 -2.77749 1.34235
H 0.07680 1.94508 -3.02756
H -4.44786 0.02158 -0.16779
H 0.76905 1.26814 -1.20004
H 2.57504 1.11741 -2.98796
H -1.90192 2.54928 2.67604
H 0.79257 1.94411 0.24666
H 2.46206 2.31471 1.21473
H -0.28799 0.35173 3.36339
H 2.15761 -0.37532 3.22287
H -0.73046 -3.95633 1.15298
H 2.69305 -3.78009 -0.80077
H -2.03494 0.77897 1.43198
H -2.00691 3.81811 1.75388
H -2.61141 0.99345 0.00611
H 0.07162 0.57279 0.06902
H -2.46981 -1.41908 1.68181
H -1.09095 0.79640 -3.10951
H 3.04205 0.42146 -0.69570
H 2.80531 -2.39918 0.03070
H -0.19199 -2.88918 0.16152
H 2.40429 2.66417 -2.59250
H 3.78961 1.16998 1.51301
H -1.22276 -1.34400 -1.83371
H 2.06926 -0.64466 0.30004
H 1.52103 -1.78417 -3.10672
H -4.36331 1.26562 -0.99343
H 1.20784 -0.66331 -4.05946
H -2.16448 -1.77253 -0.58428
```

For each atom in turn, the Löwdin charge in e is: 0.814, -0.041, -0.072, -0.092, -0.087, -0.101, -0.032, -0.047, -0.075, -0.036, -0.046, -0.060, 0.154, -0.162, -0.488, 0.051, 0.116, 0.030, 0.048, 0.086, 0.069, 0.019, 0.136, 0.072, -0.055, -0.099, 0.020, 0.041, 0.006, 0.049, 0.011, 0.096, 0.030, 0.039, 0.119, -0.002, -0.033, 0.076, 0.097, 0.049, 0.110, 0.051, 0.075, 0.047, 0.019

No. 2
C3H5ClO | ωB97M-V/def2-TZVPD

Calculated values
Multiplicity: 1
Kohn-Sham gap: 11.45 eV
Charge: 0
DFT total energy: -17760.3107 eV
ΔE to the lowest compared entry with this formula, charge and spin: 1.467 eV
Lowest unoccupied orbital energy: 1.1 eV

Structure (XYZ):
```
10
C3H5ClO, DFT ωB97M-V/def2-TZVPD
Cl -0.36895 2.79292 0.32519
O -0.65814 0.61352 -1.27233
C 0.25435 -1.29316 0.29375
C -0.55360 0.01294 0.03500
C 0.17316 1.24804 -0.29449
H -0.30482 -2.11065 0.66641
H 0.97710 -0.97344 0.95289
H -1.51359 0.05095 0.41713
H 1.24195 1.36189 -0.43735
H 0.75256 -1.70301 -0.68621
```

For each atom in turn, the Löwdin charge in e is: 0.631, -0.054, -0.017, -0.314, -0.680, 0.052, 0.038, 0.112, 0.103, 0.129

What did the first record say?
C2H30NO11S | ωB97M-V/def2-TZVPD

Calculated values
Multiplicity: 1
Kohn-Sham gap: 10.07 eV
Charge: +1
DFT total energy: -37401.9829 eV
Lowest unoccupied orbital energy: -2.6 eV

Structure (XYZ):
```
45
C2H30NO11S, DFT ωB97M-V/def2-TZVPD
S 1.73851 0.83610 2.84886
O -0.67534 1.49656 -2.62360
O 0.04097 -3.47399 0.87236
O -1.78796 0.95562 0.51885
O -2.05862 -2.22260 1.33111
O -1.29764 0.23754 3.38656
O -4.04933 0.34701 -0.96937
O -1.83503 2.88025 1.79241
O -1.35305 -1.95766 -1.07960
O 2.95045 -2.86600 -0.78433
O 1.81305 -0.89363 -3.34709
O 2.04839 1.78491 -2.50598
N 0.92747 1.03420 -0.19973
C 2.31010 0.43106 0.11625
C 2.69521 1.26176 1.34750
H -1.47029 -0.03875 4.28816
H -2.90927 -2.77749 1.34235
H 0.07680 1.94508 -3.02756
H -4.44786 0.02158 -0.16779
H 0.76905 1.26814 -1.20004
H 2.57504 1.11741 -2.98796
H -1.90192 2.54928 2.67604
H 0.79257 1.94411 0.24666
H 2.46206 2.31471 1.21473
H -0.28799 0.35173 3.36339
H 2.15761 -0.37532 3.22287
H -0.73046 -3.95633 1.15298
H 2.69305 -3.78009 -0.80077
H -2.03494 0.77897 1.43198
H -2.00691 3.81811 1.75388
H -2.61141 0.99345 0.00611
H 0.07162 0.57279 0.06902
H -2.46981 -1.41908 1.68181
H -1.09095 0.79640 -3.10951
H 3.04205 0.42146 -0.69570
H 2.80531 -2.39918 0.03070
H -0.19199 -2.88918 0.16152
H 2.40429 2.66417 -2.59250
H 3.78961 1.16998 1.51301
H -1.22276 -1.34400 -1.83371
H 2.06926 -0.64466 0.30004
H 1.52103 -1.78417 -3.10672
H -4.36331 1.26562 -0.99343
H 1.20784 -0.66331 -4.05946
H -2.16448 -1.77253 -0.58428
```

For each atom in turn, the Löwdin charge in e is: 0.814, -0.041, -0.072, -0.092, -0.087, -0.101, -0.032, -0.047, -0.075, -0.036, -0.046, -0.060, 0.154, -0.162, -0.488, 0.051, 0.116, 0.030, 0.048, 0.086, 0.069, 0.019, 0.136, 0.072, -0.055, -0.099, 0.020, 0.041, 0.006, 0.049, 0.011, 0.096, 0.030, 0.039, 0.119, -0.002, -0.033, 0.076, 0.097, 0.049, 0.110, 0.051, 0.075, 0.047, 0.019

What is the lowest unoccupied orbital energy in the second record?
1.1 eV